C32H34KN6O4PS3 | ωB97M-V/def2-TZVPD

Calculated values
**Electronic energy**: -108986.7921 eV
**LUMO level**: 0.1492 Ha
**Kohn-Sham gap**: 0.12134 hartree
**Highest occupied orbital energy**: 0.02791 hartree
**Total charge**: -2
**Energy above the lowest of the compared OMol25 structures with the same formula, charge and spin**: 15.2 kcal per mole

Last column: Mulliken charge in e.
CARTESIAN COORDINATES (ANGSTROEM)
K 1.13519 1.84099 -1.04366  0.753
C -0.96283 2.89668 3.44847  -2.251
C -0.04733 2.45501 2.33279  1.030
N -0.49191 2.46469 0.99660  -0.131
N -1.79531 2.76307 0.86677  0.091
C -2.54532 2.68139 -0.20955  -0.341
N -3.91718 3.01968 0.07660  -0.728
S -2.03754 2.26765 -1.78322  -0.359
C 1.29445 2.26949 2.60806  -0.154
C 1.87605 2.47223 3.93062  -0.787
C 3.17504 2.15185 4.18220  -0.351
C 3.99538 1.62950 3.15302  -1.284
C 3.42840 1.63854 1.87849  0.125
N 2.19346 1.97370 1.56241  0.082
H -1.98034 2.50114 3.35683  0.639
H -1.05761 3.99441 3.51826  0.207
H -0.60058 2.54020 4.41047  0.423
H -2.30894 3.11471 1.66871  0.426
H -4.42017 2.15640 0.27210  0.216
H -4.31468 3.38384 -0.78172  0.334
H 1.29226 2.91548 4.72645  0.192
H 3.58064 2.32078 5.17684  0.377
H 5.04095 1.39323 3.29743  0.335
H 4.06849 1.38930 1.02940  0.325
N 0.39042 -2.27395 0.82629  0.167
P 0.15639 -0.71017 1.58101  0.676
C 0.38605 -1.29361 3.30689  0.391
C 1.56107 -0.88535 3.93357  -0.623
C 1.85412 -1.30099 5.22545  -0.491
C 0.98144 -2.13688 5.90647  -0.499
C -0.18721 -2.56513 5.28549  -0.670
C -0.48014 -2.14861 3.99540  -0.292
C -1.67563 -0.61165 1.50199  0.139
C -2.41310 -0.06717 2.55285  -0.551
C -3.77788 0.14757 2.42858  -0.505
C -4.42900 -0.16856 1.24311  -0.934
C -3.70107 -0.69120 0.18322  -0.001
C -2.33759 -0.91071 0.31372  -0.467
C 1.12876 -2.46122 -0.31564  0.480
C 1.49281 -3.75625 -0.72908  -0.970
C 2.20383 -3.89963 -1.89958  -0.369
C 2.55543 -2.77397 -2.63666  -0.853
C 2.15515 -1.54160 -2.14947  -0.642
N 1.44785 -1.38218 -1.02911  0.282
H 0.11434 -3.11554 1.30913  0.235
H 2.24644 -0.22471 3.41807  0.242
H 2.76352 -0.94892 5.69785  0.437
H 1.20365 -2.45048 6.92022  0.353
H -0.87317 -3.22052 5.81082  0.383
H -1.39553 -2.48229 3.51896  0.395
H -1.90396 0.19601 3.47105  0.687
H -4.33291 0.57307 3.25725  0.317
H -5.49427 0.00504 1.14156  0.304
H -4.18957 -0.90459 -0.75910  0.354
H -1.77286 -1.29999 -0.52418  0.051
H 1.21318 -4.61435 -0.12977  0.377
H 2.48922 -4.88930 -2.23849  0.364
H 3.11243 -2.84191 -3.56033  0.509
H 2.39723 -0.63261 -2.68982  0.605
O 3.33048 0.03942 -6.54463  -0.595
C 2.50089 0.70339 -5.97510  0.203
C -2.14907 0.22553 -4.97134  -1.573
C -1.09471 -0.86348 -4.73057  2.940
C -1.40249 -2.09788 -5.58997  -1.996
C -1.09177 -1.25788 -3.25188  -1.307
C 0.22371 -0.33618 -5.11251  -0.824
C 1.28898 0.12412 -5.42851  0.141
H -3.13631 -0.15726 -4.70086  0.337
H -2.16205 0.52534 -6.02105  0.446
H -1.94866 1.10232 -4.35532  0.195
H -2.38817 -2.48955 -5.32612  0.393
H -0.65968 -2.87880 -5.41992  0.397
H -1.39982 -1.84425 -6.65151  0.454
H -2.07751 -1.65425 -2.99469  0.449
H -0.90361 -0.39615 -2.60931  0.122
H -0.34151 -2.02320 -3.05199  0.194
O 2.61461 1.56370 -3.13890  -0.516
S 3.26526 2.68963 -3.78975  1.022
O 2.73820 3.98564 -3.43947  -0.639
O 4.69944 2.58469 -3.87031  -0.609
S 2.60379 2.50352 -5.86834  -0.288

Cartesian forces (eV/Å) of the 2 atoms listed first:
-0.2 0.0 0.4
0.0 0.0 0.0